93
Properties=species:S:1:pos:R:3:forces:R:3:mulliken_charge:R:1 method="wB97M-V/def2-TZVPD" total_energy_ev=-48223.2939 relative_energy_kcal_mol=0.00 charge=0 homo_energy_ev=-9.44
N -0.431 2.730 0.560 1.9 0.2 0.1 0.06
H -0.130 1.705 0.476 -0.3 0.8 0.3 -0.02
H 0.494 3.290 0.350 -1.5 -0.7 0.4 0.40
H -0.761 2.993 1.536 0.2 -0.3 -1.0 0.27
H -1.124 2.924 -0.162 0.0 0.0 0.3 0.46
N -0.094 -0.621 -0.035 0.0 0.1 -0.7 0.69
O 0.025 -1.689 -0.751 -0.1 2.4 1.9 -0.44
O 0.861 0.251 0.029 -1.4 -1.5 -0.2 -0.57
O -1.157 -0.348 0.584 1.6 -0.7 -0.9 -0.77
C -2.387 -4.248 0.634 0.2 0.2 -0.1 -0.35
O -0.961 -4.147 0.472 -0.7 0.1 0.1 -0.54
H -2.911 -4.253 -0.332 0.2 0.1 0.1 0.09
H -2.609 -5.180 1.151 0.1 0.0 0.0 0.29
H -2.798 -3.423 1.236 0.2 -0.1 -0.1 0.15
H -0.764 -3.232 0.221 0.0 -0.2 -0.1 0.24
C -5.813 1.160 1.033 -1.5 -0.7 -0.5 -1.66
C -4.362 1.022 1.195 1.5 -0.6 -0.7 0.89
C -3.869 1.422 2.572 0.2 -0.2 0.2 -0.74
O -4.040 -0.358 0.887 0.3 0.9 0.4 -0.47
H -6.323 0.386 1.622 0.1 0.3 0.1 0.36
H -6.081 0.936 -0.005 0.0 0.2 0.1 0.37
H -6.186 2.143 1.304 0.0 0.1 0.1 0.39
H -3.877 1.644 0.409 0.0 0.0 0.4 -0.02
H -4.476 0.946 3.348 0.0 0.0 -0.1 0.36
H -3.908 2.506 2.722 0.0 -0.1 -0.1 0.30
H -2.839 1.072 2.708 0.0 0.2 0.0 -0.01
H -3.070 -0.405 0.800 -0.5 -0.2 0.0 0.40
C -0.912 0.427 -5.652 -0.3 -0.4 0.3 -1.25
C 0.527 0.660 -5.212 -0.2 -0.5 0.3 0.64
C 0.515 1.336 -3.857 0.2 0.4 0.3 -1.18
O 1.227 -0.623 -5.176 -0.3 1.1 0.4 -0.58
H -1.459 -0.078 -4.841 0.1 0.0 -0.2 0.19
H -0.935 -0.240 -6.510 0.0 0.1 -0.2 0.36
H -1.459 1.353 -5.871 0.3 -0.1 -0.1 0.37
H 0.994 1.356 -5.929 0.3 -0.6 0.1 0.19
H 1.523 1.448 -3.450 0.0 -0.1 0.0 0.24
H -0.106 0.775 -3.146 0.1 0.0 -0.1 0.11
H 0.106 2.357 -3.942 0.0 -0.3 0.0 0.53
H 1.497 -0.856 -4.257 -0.4 0.2 -0.9 0.38
C -3.041 -4.647 -3.821 -0.1 -0.3 0.5 -1.53
C -1.782 -4.269 -3.063 0.2 0.3 -0.4 0.91
C -0.535 -4.328 -3.964 -0.1 0.0 -0.3 -0.93
O -2.025 -2.947 -2.574 0.3 -0.1 -0.1 -0.44
H -3.192 -3.996 -4.677 0.1 0.0 -0.1 0.35
H -3.912 -4.541 -3.162 0.2 0.0 -0.1 0.34
H -2.985 -5.689 -4.141 0.0 0.0 -0.1 0.41
H -1.637 -4.959 -2.220 0.0 0.1 0.0 0.17
H -0.713 -3.873 -4.947 -0.2 0.0 0.2 0.29
H -0.231 -5.366 -4.162 -0.1 0.2 0.2 0.40
H 0.321 -3.776 -3.555 -0.2 -0.3 0.2 0.01
H -1.201 -2.574 -2.235 -0.2 -0.1 0.1 0.11
C 3.278 -2.901 2.594 -0.1 0.2 0.2 -1.02
C 3.388 -1.644 3.475 0.4 -0.4 -0.3 0.86
C 2.138 -1.464 4.285 -0.4 0.2 0.6 -1.14
O 4.493 -1.747 4.425 -0.9 0.2 -0.5 -0.58
H 2.558 -2.765 1.782 0.1 0.2 0.0 0.13
H 2.892 -3.739 3.184 0.3 0.0 0.0 0.30
H 4.241 -3.150 2.149 0.0 -0.1 0.1 0.35
H 3.503 -0.761 2.818 0.3 -0.2 0.3 -0.09
H 2.138 -0.505 4.813 0.1 -0.1 -0.1 0.15
H 2.056 -2.249 5.042 0.1 0.0 -0.1 0.41
H 1.243 -1.510 3.662 0.1 0.0 -0.1 0.32
H 5.326 -1.593 3.975 0.0 0.0 -0.2 0.32
C 3.383 3.766 -1.985 -0.7 -0.2 0.1 -1.49
C 2.969 3.058 -0.686 0.5 0.7 -0.4 2.21
C 4.173 2.645 0.124 -0.1 0.0 -0.1 -1.44
O 2.124 3.930 0.124 -0.2 -0.4 -0.4 -0.64
H 2.531 3.802 -2.670 0.1 0.1 0.0 0.33
H 4.183 3.218 -2.482 0.0 0.0 0.1 0.37
H 3.689 4.799 -1.802 0.2 0.0 0.1 0.38
H 2.381 2.191 -0.966 -0.3 0.0 0.3 -1.03
H 4.761 1.936 -0.450 0.1 -0.1 0.0 0.32
H 3.849 2.169 1.047 0.1 0.0 0.2 0.27
H 4.777 3.531 0.336 0.1 -0.1 0.2 0.44
H 2.624 4.734 0.307 -0.1 0.0 0.0 0.31
C 0.283 1.834 4.105 -0.4 0.5 -0.1 -1.16
C -0.793 2.883 4.408 -0.1 -0.5 -0.4 0.66
C -0.361 3.804 5.499 0.6 0.8 0.0 -1.41
O -1.076 3.679 3.202 0.1 -0.5 0.5 -0.70
H -0.122 1.092 3.417 0.2 -0.1 0.0 0.13
H 0.569 1.353 5.042 -0.2 -0.1 -0.1 0.45
H 1.191 2.290 3.699 -0.1 0.0 -0.1 0.33
H -1.699 2.328 4.698 0.0 0.3 -0.2 0.14
H 0.649 4.168 5.261 -0.2 0.0 0.2 0.33
H -0.331 3.312 6.465 -0.1 -0.1 0.1 0.36
H -0.997 4.692 5.563 -0.1 -0.2 0.2 0.44
H -1.676 4.395 3.461 0.2 -0.3 -0.1 0.28
O 2.012 -2.116 -2.807 -0.4 -0.5 0.5 -0.70
H 2.382 -2.994 -3.002 -0.1 0.5 0.1 0.28
H 1.341 -2.256 -2.096 0.6 0.3 -0.5 0.31
O 3.371 0.023 -1.394 -1.2 -0.4 -0.3 -0.64
H 2.628 0.157 -0.762 0.6 -0.3 -0.4 0.23
H 2.934 -0.572 -2.059 0.8 0.5 0.7 0.39


98
Properties=species:S:1:pos:R:3:forces:R:3:mulliken_charge:R:1 method="wB97M-V/def2-TZVPD" total_energy_ev=-55113.0790 relative_energy_kcal_mol=242.95 charge=0 homo_energy_ev=-8.34 smiles="NC(N)=O.NC(N)=O.NC(N)=O.NC(N)=O.CC(C)O.CC(C)O.CC(C)O.CC(C)O.CO.CO.CO"
N -3.534 4.263 1.416 -0.8 -1.6 -0.8 -0.51
C -2.248 3.780 1.336 0.2 -3.6 -1.8 0.20
N -1.346 4.523 1.965 1.9 0.7 0.4 -0.39
O -1.850 2.664 0.697 -1.7 5.3 2.8 -0.75
H -4.232 3.664 0.940 0.7 0.5 0.6 0.27
H -3.881 4.708 2.268 0.5 -0.2 -0.5 0.24
H -0.395 4.276 1.690 -0.4 0.1 0.7 0.26
H -1.490 5.441 2.415 -0.2 -1.1 -0.7 0.21
N 0.837 -2.246 2.225 -4.0 0.3 0.8 -0.22
C 2.060 -2.300 1.843 5.5 3.8 2.5 0.07
N 2.252 -3.198 0.925 4.6 -1.3 -1.6 0.02
O 3.029 -1.445 2.284 -4.1 -4.1 -1.6 -0.90
H 0.651 -1.604 2.964 -0.3 0.2 0.7 0.06
H 0.070 -2.872 1.897 1.5 0.7 0.9 0.05
H 3.244 -3.460 0.825 -1.0 0.2 -0.4 0.36
H 1.571 -3.832 0.638 -1.0 -1.1 -0.2 0.17
N 2.875 0.871 0.872 -1.4 -2.3 0.5 0.86
C 3.575 1.911 0.566 6.2 2.0 4.0 0.23
N 2.919 2.607 -0.329 -0.5 2.9 -2.6 0.20
O 4.783 2.237 1.165 -5.7 -1.2 -3.2 -0.83
H 3.133 0.269 1.593 1.1 -1.1 1.4 0.17
H 2.059 0.445 0.378 0.7 0.9 0.3 -0.27
H 3.313 3.500 -0.663 -0.5 -1.1 0.2 0.24
H 1.995 2.251 -0.656 1.4 1.3 0.5 0.30
N -3.931 -0.208 -0.906 0.4 -0.3 -1.9 0.09
C -4.064 -0.393 0.401 -6.4 -4.2 1.2 0.23
N -3.309 0.352 1.144 2.1 2.0 3.1 0.84
O -5.044 -1.237 0.935 4.7 3.9 -2.4 -0.82
H -4.598 -0.616 -1.532 -0.1 -0.4 0.3 0.26
H -3.217 0.401 -1.354 -0.8 -0.3 0.8 0.06
H -3.506 0.416 2.152 0.1 -0.5 -1.1 0.24
H -2.594 1.036 0.817 -1.3 -0.6 0.1 -0.63
C 0.442 1.190 3.142 1.3 0.3 0.0 -0.33
C -0.146 0.233 4.075 -6.5 5.2 1.4 -0.06
C -1.430 -0.478 3.583 0.3 0.6 0.0 -0.44
O 0.598 -0.699 4.500 5.6 -5.6 2.3 -0.57
H 1.140 1.934 3.557 0.0 -0.6 0.1 0.47
H -0.287 1.728 2.647 -1.8 1.3 -1.0 -0.20
H 0.890 0.596 2.403 1.2 -0.4 -1.3 -0.10
H -0.430 0.855 4.981 -0.5 -0.2 -0.5 0.30
H -1.616 -1.393 4.152 0.2 0.1 -0.1 0.31
H -1.357 -0.693 2.529 0.0 -0.3 -0.2 -0.42
H -2.299 0.143 3.697 -0.3 0.4 0.2 0.54
H 1.477 -0.372 4.722 0.2 -0.3 0.0 0.38
C 4.985 0.463 -2.441 1.1 -0.1 -0.7 -1.60
C 3.773 -0.380 -2.268 6.6 -7.9 -3.0 -0.16
C 3.941 -1.564 -1.257 0.5 -1.2 -0.8 -0.67
O 2.762 0.232 -1.900 -8.1 4.1 -0.6 -0.55
H 5.822 -0.119 -2.890 -0.5 0.4 0.5 0.37
H 5.315 0.940 -1.515 0.0 0.1 0.0 0.36
H 4.643 1.174 -3.190 0.5 0.6 0.0 0.36
H 3.632 -0.865 -3.266 -0.3 0.2 0.4 0.48
H 4.041 -1.153 -0.242 0.4 -0.3 -0.2 0.20
H 4.787 -2.245 -1.561 -0.6 0.7 0.6 0.36
H 3.014 -2.202 -1.231 0.8 0.8 -0.3 -0.06
H 3.081 0.655 -1.163 0.1 2.1 3.1 -0.36
C -2.116 -2.777 1.043 -0.9 0.2 -0.8 -0.45
C -1.666 -4.237 1.219 -5.7 3.5 -9.8 -0.75
C -0.834 -4.591 0.039 -0.1 -1.4 -1.0 -0.63
O -1.018 -4.455 2.227 5.2 -2.7 10.1 -0.47
H -1.308 -2.103 0.750 0.0 0.1 0.5 -0.43
H -2.837 -2.349 1.759 0.7 -0.3 0.3 0.47
H -2.728 -2.787 0.159 -0.4 0.0 -0.7 0.64
H -2.586 -4.774 1.089 -0.8 -0.8 0.4 0.67
H -0.087 -3.856 -0.077 1.2 0.8 -0.3 -0.52
H -1.373 -4.609 -0.887 -0.4 0.1 -0.6 0.44
H -0.403 -5.592 0.173 0.1 0.2 0.0 0.31
H -1.592 -4.942 2.805 0.3 -0.2 1.3 0.45
C 0.046 -2.333 -2.583 0.0 0.8 -1.3 -0.71
C -0.142 -1.146 -3.553 -3.5 -5.4 -3.1 0.33
C -1.678 -0.988 -3.904 0.5 -1.7 -0.5 -0.87
O 0.189 -0.060 -3.007 1.6 7.1 2.4 -0.41
H -0.620 -2.147 -1.789 -1.1 -0.1 1.1 -0.17
H 1.018 -2.226 -2.141 0.8 -0.5 0.0 -0.11
H -0.171 -3.292 -3.029 0.2 -0.3 -0.1 0.66
H 0.395 -1.336 -4.508 -0.1 -0.2 0.1 0.30
H -1.911 -2.043 -4.265 -0.5 1.6 -0.2 0.41
H -1.938 -0.138 -4.601 0.5 -1.2 0.4 0.25
H -2.263 -0.828 -2.987 0.4 -0.1 -0.1 -0.01
H 0.842 -0.125 -2.333 1.4 -0.2 0.6 -0.26
C 0.156 4.593 -1.093 1.3 -0.2 0.3 -0.93
O 0.552 3.239 -1.373 -1.6 -0.4 -0.5 -0.45
H 1.094 4.985 -0.844 1.6 1.6 0.1 0.38
H -0.350 4.843 -0.141 -0.8 -1.1 -1.2 0.17
H -0.171 5.063 -2.006 -0.8 0.4 0.1 0.36
H 0.831 3.247 -2.304 -0.2 -0.2 0.4 0.21
C -2.220 2.527 -2.874 2.7 -0.1 -1.4 -0.49
O -2.383 1.806 -1.685 -2.4 -0.4 -2.1 -0.48
H -2.845 2.120 -3.698 0.0 0.5 0.9 0.38
H -1.148 2.320 -3.212 -1.2 0.3 0.0 -0.04
H -2.244 3.638 -2.775 -0.7 -0.7 0.1 0.26
H -1.735 2.045 -1.080 1.8 1.1 1.8 -0.22
C -0.340 0.143 -0.190 -0.8 -2.6 0.3 2.73
O 0.935 -0.583 -0.053 -2.1 0.7 -1.1 2.91
H -0.898 0.257 0.759 1.2 0.7 -0.3 -1.51
H -1.142 -0.378 -0.790 1.2 -0.2 0.3 -0.17
H -0.110 0.964 -0.816 0.2 1.3 0.3 0.05
H 0.898 -1.284 0.600 -0.7 0.1 0.2 -1.21